(1)
Density functional theory data (the ωB97M-V functional and the def2-TZVPD basis) for a structure of composition C55H31Cl4FeN5OS2 in a non-equilibrium geometry.

The geometry in XYZ format:
```
99
Properties=species:S:1:pos:R:3:lowdin_spin:R:1
Fe 0.1897 -0.1127 -0.0512 0.003
Cl 4.2039 6.2813 5.5796 0.000
C 3.4257 5.1623 4.4894 0.000
C 3.1601 5.5532 3.1889 0.000
C 2.5577 4.6507 2.3195 0.001
C 2.2270 3.3668 2.7380 0.001
C 2.4942 3.0025 4.0560 0.000
C 3.0901 3.8957 4.9377 0.000
C 1.6095 2.3646 1.8124 0.009
C 0.2270 2.3988 1.6449 -0.001
C -0.6158 3.4859 2.0987 -0.005
C -1.8577 3.2137 1.6608 -0.002
C -1.7841 1.9374 0.9746 -0.005
C -2.8658 1.3007 0.3749 0.017
C -4.2178 1.9243 0.5282 0.002
C -4.7717 2.1273 1.7903 0.001
C -6.0389 2.6751 1.9428 0.000
C -6.7590 3.0331 0.8167 0.001
Cl -8.3473 3.7307 0.9940 0.000
C -6.2328 2.8487 -0.4503 0.000
C -4.9681 2.2927 -0.5858 0.001
C -2.8046 0.0615 -0.2516 -0.004
N -1.6912 -0.7098 -0.3559 0.013
C -2.1201 -1.9388 -0.7355 -0.001
C -1.3288 -3.0846 -0.7592 0.013
C -2.0142 -4.4107 -0.8508 0.001
C -1.8964 -5.3198 0.1995 0.001
C -2.5312 -6.5543 0.1610 0.000
C -3.2894 -6.8895 -0.9479 0.001
Cl -4.1015 -8.4323 -1.0036 0.000
C -3.4151 -6.0128 -2.0110 0.000
C -2.7782 -4.7807 -1.9551 0.001
C 0.0544 -3.0843 -0.6366 -0.002
C 0.8933 -4.2567 -0.8240 0.000
C 2.1661 -3.8322 -0.7606 -0.002
C 2.1163 -2.4053 -0.5037 0.003
N 0.8285 -1.9795 -0.4465 0.029
C 3.2359 -1.6134 -0.2794 0.000
C 3.1855 -0.3151 0.1955 0.003
C 4.3563 0.4120 0.6662 -0.001
C 3.8992 1.4885 1.3194 0.000
C 2.4480 1.4428 1.2248 0.000
N 2.0477 0.3603 0.5056 0.045
C 4.5716 -2.2963 -0.2699 0.000
C 5.4313 -2.2473 -1.3582 0.000
C 6.6610 -2.8953 -1.3288 0.000
C 7.0263 -3.5988 -0.1965 0.000
Cl 8.5599 -4.4319 -0.1605 0.000
C 6.1945 -3.6538 0.9111 0.000
C 4.9703 -3.0018 0.8662 0.000
C -3.5601 -1.9363 -0.9282 -0.004
C -3.9814 -0.6951 -0.6467 -0.003
N -0.5064 1.4709 0.9866 0.013
H 3.4282 6.5481 2.8574 0.000
H 2.3536 4.9440 1.2951 0.000
H 2.2367 2.0020 4.3901 0.000
H 3.2960 3.6096 5.9622 0.000
H -0.2743 4.3536 2.6456 0.000
H -2.7395 3.8268 1.7626 0.000
H -4.2050 1.8394 2.6690 0.000
H -6.4606 2.8287 2.9289 0.000
H -6.8088 3.1378 -1.3206 0.000
H -4.5447 2.1606 -1.5747 0.000
H -1.3044 -5.0471 1.0670 0.000
H -2.4423 -7.2486 0.9883 0.000
H -4.0026 -6.2941 -2.8753 0.000
H -2.8578 -4.1017 -2.7957 0.000
H 0.5373 -5.2602 -1.0032 0.000
H 3.0671 -4.4179 -0.8749 0.000
H 5.3857 0.1136 0.5230 0.000
H 4.4692 2.2519 1.8315 0.000
H 5.1376 -1.6951 -2.2439 0.000
H 7.3312 -2.8530 -2.1762 0.000
H 6.5041 -4.1971 1.7953 0.000
H 4.3046 -3.0339 1.7240 0.000
H -4.1731 -2.7740 -1.2258 0.000
H -4.9980 -0.3303 -0.6660 0.000
C -2.5872 -1.9008 2.8107 0.006
O -1.2161 -1.6242 2.4684 0.005
C -0.2872 -1.6131 3.4005 0.026
S -0.5002 -1.7978 5.0306 0.250
S 1.2965 -1.3692 2.8842 0.573
H -3.1181 -1.9222 1.8620 0.000
H -2.9844 -1.1189 3.4541 0.002
H -2.6671 -2.8585 3.3204 0.001
N -0.0923 5.4600 -8.3618 0.000
C -0.0324 4.7860 -7.4285 0.000
C 0.0430 3.9417 -6.2584 0.000
C 1.0025 4.1835 -5.2746 0.000
C 1.0622 3.3837 -4.1483 0.000
C 0.1663 2.3158 -3.9649 0.000
C -0.7847 2.0801 -4.9723 0.000
C -0.8458 2.8790 -6.0994 0.000
C 0.2192 1.5033 -2.7909 0.001
C 0.2805 0.8075 -1.7917 0.004
H 1.7006 5.0014 -5.4044 0.000
H 1.8055 3.5667 -3.3845 0.000
H -1.4722 1.2551 -4.8496 0.000
H -1.5819 2.6855 -6.8708 0.000
```

Values from the calculation:
F_max   1.05 eV Å⁻¹
HOMO-LUMO gap (spin up / spin down)   6.0 / 4.5 eV
E_HOMO (spin up / spin down)   -4.79 / -4.82 eV
Spin multiplicity   2
Net charge   -1
<S²>   0.763



(2)
Density functional theory data (the ωB97M-V functional and the def2-TZVPD basis) for a structure of composition C55H43ClN2O9P2S2Y.

The geometry in XYZ format:
```
115
Properties=species:S:1:pos:R:3:lowdin_charge:R:1
Y -0.9848 1.2010 -0.3496 1.383
O -0.6750 -1.1261 -0.0185 -0.603
S 0.6888 -1.5883 0.4470 0.968
C 0.3340 -2.5913 1.8712 -0.410
C -0.3309 -3.8054 1.7657 -0.072
C -0.7720 -4.4310 2.9185 -0.062
C -0.5581 -3.8224 4.1514 -0.051
C 0.0879 -2.5986 4.2400 -0.047
C 0.5450 -1.9473 3.0947 -0.349
P 1.1652 -0.2021 3.0970 1.111
C 1.0103 0.2113 4.8620 -0.390
C 1.8792 -0.2622 5.8469 -0.110
C 1.6213 0.0031 7.1819 -0.090
C 0.4858 0.7226 7.5440 -0.076
C -0.3769 1.2044 6.5722 -0.047
C -0.0974 0.9693 5.2318 -0.072
C 2.9612 -0.4171 2.8799 -0.379
C 3.7610 0.7120 3.0551 -0.104
C 5.1173 0.6598 2.7857 -0.083
C 5.6947 -0.5150 2.3215 -0.091
C 4.9078 -1.6415 2.1411 -0.085
C 3.5487 -1.5936 2.4240 -0.095
C 1.3388 -2.7400 -0.7604 -0.331
C 2.0765 -3.8344 -0.3159 -0.084
C 2.8003 -4.5943 -1.2172 -0.065
C 2.8031 -4.2520 -2.5619 -0.063
C 2.0784 -3.1545 -2.9935 -0.095
C 1.3284 -2.3715 -2.1126 -0.333
P 0.4184 -0.8916 -2.7722 1.105
C 1.7299 -0.2095 -3.8594 -0.368
C 2.9417 0.1562 -3.2676 -0.104
C 3.9144 0.8202 -4.0005 -0.085
C 3.6927 1.1293 -5.3375 -0.110
C 2.4909 0.7729 -5.9322 -0.087
C 1.5135 0.1136 -5.1974 -0.084
C -0.7627 -1.6931 -3.9239 -0.350
C -1.6242 -0.8404 -4.6210 -0.135
C -2.6010 -1.3500 -5.4611 -0.071
C -2.7577 -2.7220 -5.5977 -0.089
C -1.9321 -3.5775 -4.8860 -0.086
C -0.9416 -3.0685 -4.0561 -0.081
H -0.5152 -4.2426 0.7915 0.121
H -1.2965 -5.3750 2.8556 0.106
H -0.9188 -4.2950 5.0559 0.110
H 0.2076 -2.1265 5.2078 0.106
H 2.7497 -0.8433 5.5645 0.106
H 2.2955 -0.3670 7.9448 0.097
H 0.2705 0.9023 8.5898 0.102
H -1.2786 1.7356 6.8475 0.108
H -0.7612 1.3576 4.4707 0.089
H 3.3124 1.6416 3.3860 0.117
H 5.7212 1.5486 2.9146 0.106
H 6.7533 -0.5486 2.0969 0.098
H 5.3496 -2.5643 1.7844 0.098
H 2.9514 -2.4894 2.3063 0.081
H 2.0910 -4.0904 0.7352 0.101
H 3.3650 -5.4475 -0.8645 0.107
H 3.3718 -4.8361 -3.2740 0.107
H 2.0951 -2.8821 -4.0421 0.117
H 3.1223 -0.0628 -2.2221 0.102
H 4.8433 1.1006 -3.5196 0.108
H 4.4534 1.6452 -5.9109 0.099
H 2.3064 1.0121 -6.9723 0.102
H 0.5807 -0.1537 -5.6758 0.094
H -1.5439 0.2320 -4.4869 0.045
H -3.2582 -0.6692 -5.9868 0.107
H -3.5332 -3.1214 -6.2389 0.099
H -2.0604 -4.6498 -4.9669 0.099
H -0.3232 -3.7598 -3.5006 0.092
O -3.8025 0.6647 6.3806 -0.060
C -4.1952 1.5205 5.5590 -0.698
O -4.9766 2.4748 5.6838 -0.032
C -3.5556 1.3687 4.1565 -0.097
C -3.0693 0.1351 3.7355 -0.009
C -2.3954 0.0467 2.5371 -0.139
N -2.1478 1.1152 1.7680 0.026
C -2.6737 2.2979 2.1339 -0.173
C -3.3894 2.4558 3.3066 0.066
C -2.3874 3.4668 1.1981 -0.574
O -2.8167 4.5715 1.4484 0.080
O -1.6458 3.1414 0.1778 -0.203
H -3.1891 -0.7256 4.3797 0.118
H -2.0149 -0.9009 2.1711 0.095
H -3.7934 3.4232 3.5683 0.130
O 2.1185 3.2031 -1.3085 -0.334
Cl 2.1777 2.3075 -0.1842 0.666
O 3.5339 2.0578 0.1820 -0.300
O 1.3997 2.8204 0.9022 -0.325
O 1.5509 1.0231 -0.5884 -0.524
C -2.9007 0.5484 -1.6582 -0.275
C -4.0340 0.3649 -0.7290 -0.349
C -4.2904 -0.8771 -0.1298 -0.086
C -5.2784 -1.0303 0.8303 -0.114
C -6.0474 0.0537 1.2316 -0.114
C -5.8215 1.2893 0.6363 -0.094
C -4.8417 1.4401 -0.3315 -0.071
H -3.1236 1.3184 -2.4012 0.004
H -2.6805 -0.3872 -2.1824 0.022
H -3.6778 -1.7277 -0.4149 0.101
H -5.4372 -2.0021 1.2853 0.094
H -6.7959 -0.0549 2.0055 0.094
H -6.4007 2.1504 0.9480 0.103
H -4.6602 2.4186 -0.7649 0.114
S -0.8671 2.5121 -3.2414 0.698
C 0.1595 3.6570 -3.9232 -0.708
N 1.5083 3.5131 -3.8504 0.055
C 2.4074 4.3740 -4.3692 -0.072
C 1.9927 5.4674 -5.0607 -0.068
C 0.6021 5.6764 -5.1855 -0.058
C -0.2883 4.8040 -4.6323 -0.080
H 1.8382 2.7477 -3.2692 0.095
H 3.4434 4.1293 -4.1878 0.130
H 2.7115 6.1555 -5.4779 0.100
H 0.2378 6.5479 -5.7148 0.109
H -1.3549 4.9569 -4.6995 0.105
```

Values from the calculation:
F_max   0.69 eV Å⁻¹
HOMO-LUMO gap   6.1 eV
E_HOMO   -4.57 eV
Relative energy (zero: lowest compared OMol25 entry of this formula, charge and spin)   0.0 kcal per mole
Net charge   -1



(3)
Density functional theory data (the ωB97M-V functional and the def2-TZVPD basis) for a structure of composition C55H44Cl2CrF2NO4S in a non-equilibrium geometry.

The geometry in XYZ format:
```
110
Properties=species:S:1:pos:R:3:lowdin_spin:R:1
Cr -0.3431 -0.0260 0.2334 2.903
Cl -1.6377 -1.0823 1.9275 0.000
C -1.1245 -0.5591 3.5134 0.002
C -1.8899 -1.0037 4.5735 0.000
C -1.5530 -0.6305 5.8639 0.001
C -0.4480 0.1854 6.0544 0.000
C 0.2996 0.6120 4.9725 0.001
Cl 1.6711 1.6343 5.3118 0.001
C 0.0098 0.2656 3.6337 0.001
S 0.9710 0.7957 2.3037 0.016
H -2.7423 -1.6412 4.3791 0.000
H -2.1420 -0.9670 6.7068 0.000
H -0.1535 0.4987 7.0472 0.000
C -2.9827 4.1540 -3.9560 0.000
C -1.6717 4.3427 -3.1867 0.000
C -1.0322 5.6751 -3.5103 0.000
O -0.7722 3.3012 -3.4956 0.001
C -0.8681 2.2485 -2.5116 0.002
C -1.9092 2.8544 -1.5076 0.002
O -1.8707 4.2571 -1.7950 0.000
C -2.0358 2.6180 0.0283 0.007
O -1.6998 1.3382 0.3577 0.045
C -1.2214 3.6580 0.8296 0.002
C -1.7911 4.7152 1.5373 0.001
C -1.0004 5.5988 2.2620 0.000
C 0.3781 5.4378 2.2956 0.000
C 0.9529 4.3810 1.6048 0.000
C 0.1571 3.5018 0.8867 0.000
C -3.5414 2.7859 0.3833 -0.001
C -4.0721 1.9541 1.3637 0.000
C -5.4045 2.0514 1.7411 0.000
C -6.2399 2.9827 1.1386 0.000
C -5.7220 3.8175 0.1586 0.000
C -4.3859 3.7220 -0.2117 0.000
C 0.5742 1.6680 -2.2546 0.007
O 0.6980 0.9572 -1.0807 0.045
C 1.6793 2.7401 -2.2131 0.000
C 1.4464 4.0303 -1.7524 -0.001
C 2.4807 4.9442 -1.6090 0.000
C 3.7827 4.5840 -1.9284 -0.001
C 4.0315 3.2978 -2.3889 0.000
C 2.9897 2.3913 -2.5303 -0.001
C 0.8343 0.8068 -3.5295 0.003
C 0.9690 -0.5668 -3.4503 0.000
C 1.1988 -1.3456 -4.5801 0.000
C 1.3123 -0.7503 -5.8242 0.000
C 1.1872 0.6322 -5.9222 0.000
C 0.9498 1.3987 -4.7925 0.000
H -2.7860 4.2295 -5.0262 0.000
H -3.7018 4.9233 -3.6678 0.000
H -3.4149 3.1739 -3.7606 0.000
H -0.8260 5.7344 -4.5794 0.000
H -0.0989 5.7863 -2.9619 0.000
H -1.7137 6.4798 -3.2309 0.000
H -1.3923 1.4095 -2.9741 0.000
H -2.8543 2.4631 -1.8985 0.000
H -2.8628 4.8607 1.5313 0.000
H -1.4677 6.4098 2.8094 0.000
H 0.9961 6.1173 2.8714 0.000
H 2.0236 4.2192 1.6389 0.000
H 0.6039 2.6616 0.3736 0.000
H -3.4178 1.2185 1.8113 0.000
H -5.7928 1.3881 2.5054 0.000
H -7.2837 3.0511 1.4223 0.000
H -6.3603 4.5496 -0.3235 0.000
H -3.9916 4.3960 -0.9605 0.000
H 0.4409 4.3330 -1.4972 0.000
H 2.2641 5.9394 -1.2367 0.000
H 4.5933 5.2945 -1.8150 0.000
H 5.0424 2.9918 -2.6320 0.000
H 3.2058 1.3874 -2.8761 0.000
H 0.8474 -1.0416 -2.4942 0.000
H 1.2677 -2.4225 -4.4760 0.000
H 1.4865 -1.3512 -6.7092 0.000
H 1.2752 1.1183 -6.8876 0.000
H 0.8711 2.4719 -4.8882 0.000
F -4.0624 -1.0259 -3.5248 -0.003
C -2.9538 -1.4635 -2.8435 -0.004
C -2.4592 -0.7269 -1.7884 0.008
C -1.3339 -1.1642 -1.0944 -0.060
C -0.7178 -2.4014 -1.4206 0.003
C -1.2540 -3.0671 -2.5282 -0.001
F -0.6566 -4.2105 -2.9968 -0.002
C -2.3521 -2.6359 -3.2456 0.017
C 0.4003 -2.8748 -0.6237 0.000
C 0.7750 -4.2054 -0.4914 0.002
C 1.4206 -4.6941 0.6350 0.004
C 1.4671 -3.8005 1.7419 0.000
C 1.1605 -2.4928 1.6229 0.004
N 0.9936 -1.8779 0.3083 -0.012
H -2.9587 0.1884 -1.4927 0.000
H -2.7043 -3.1965 -4.1007 0.001
H 0.4511 -4.8992 -1.2562 0.000
H 1.6784 -5.7393 0.7344 0.000
H 1.6900 -4.1725 2.7386 0.000
H 1.1643 -1.8128 2.4611 0.000
C 2.3286 -1.3628 -0.1511 0.004
C 3.4293 -2.3800 -0.2924 0.000
C 4.2591 -2.7095 0.7760 0.000
C 5.2742 -3.6424 0.6255 0.000
C 5.4839 -4.2548 -0.6041 0.000
C 4.6814 -3.9128 -1.6840 0.000
C 3.6678 -2.9779 -1.5262 0.000
H 2.1738 -0.8757 -1.1050 0.000
H 2.6222 -0.5895 0.5619 0.001
H 4.0932 -2.2327 1.7344 0.000
H 5.9008 -3.8976 1.4727 0.000
H 6.2767 -4.9848 -0.7226 0.000
H 4.8410 -4.3780 -2.6498 0.000
H 3.0292 -2.7211 -2.3638 0.000
```

Values from the calculation:
F_max   1.24 eV Å⁻¹
HOMO-LUMO gap (spin up / spin down)   4.6 / 4.6 eV
E_HOMO (spin up / spin down)   -0.40 / -0.44 eV
Spin multiplicity   4
Relative energy (zero: lowest compared OMol25 entry of this formula, charge and spin)   13.4 kcal per mole
Net charge   -2
<S²>   3.793



no.,total energy (Ha)
1,-6364.449362
2,-4885.967928
3,-5040.820977